DFT (ωB97M-V/def2-TZVPD) results for a 7-piece molecular cluster, C28H54O14 overall.

Structure (ORCA input):
```
! wB97M-V def2-TZVPD RIJCOSX def2/J DEFGRID3
* xyz 0 1
O 1.251 -0.693 -3.500
C 0.937 -0.352 -2.363
C -0.240 0.358 -1.703
C 0.000 0.160 -0.261
C 1.448 -0.078 -0.136
O 1.849 -0.620 -1.395
H -0.178 1.422 -1.933
H -1.218 -0.027 -1.990
H -0.182 1.092 0.274
H -0.701 -0.561 0.159
H 2.030 0.805 0.127
H 1.845 -0.791 0.586
O 0.913 3.449 0.475
C 1.606 3.218 1.463
C 2.757 4.030 2.092
C 2.979 3.343 3.376
C 2.362 1.895 3.197
O 1.338 2.164 2.215
H 3.631 3.845 1.468
H 2.558 5.083 2.296
H 4.042 3.346 3.618
H 2.429 3.758 4.221
H 3.042 1.117 2.848
H 1.964 1.407 4.087
O -0.944 -0.161 -8.242
C -0.972 0.558 -7.230
C -0.746 0.202 -5.763
C -0.719 1.589 -5.104
C -1.388 2.548 -6.097
O -1.266 1.881 -7.336
H -1.659 -0.250 -5.374
H 0.138 -0.367 -5.475
H -1.092 1.623 -4.080
H 0.334 1.809 -4.925
H -2.425 2.606 -5.766
H -1.002 3.567 -6.101
O 4.943 1.834 0.389
C 4.747 1.848 -0.805
C 4.897 2.868 -1.843
C 4.898 2.072 -3.122
C 4.304 0.779 -2.718
O 4.550 0.673 -1.347
H 3.981 3.459 -1.843
H 5.686 3.563 -1.555
H 4.458 2.472 -4.035
H 5.978 2.115 -3.267
H 3.228 0.835 -2.885
H 4.637 -0.042 -3.352
C -3.442 -2.358 4.370
O -3.191 -3.127 3.181
C -3.933 -2.627 2.084
C -3.412 -3.198 0.702
O -2.028 -2.925 0.580
C -1.507 -3.468 -0.636
H -3.052 -1.341 4.400
H -3.003 -2.865 5.228
H -4.500 -2.392 4.632
H -3.834 -1.542 2.118
H -4.988 -2.868 2.216
H -4.044 -2.790 -0.086
H -3.560 -4.277 0.684
H -1.982 -2.829 -1.380
H -1.750 -4.508 -0.851
H -0.423 -3.359 -0.581
C 0.396 -1.398 3.250
O 1.407 -2.141 3.909
C 2.342 -2.846 3.020
C 2.864 -4.203 3.510
O 3.667 -4.131 4.736
C 4.874 -3.422 4.661
H -0.224 -0.991 4.049
H -0.259 -1.995 2.615
H 0.816 -0.599 2.639
H 3.191 -2.193 2.816
H 1.960 -3.073 2.025
H 3.450 -4.655 2.710
H 1.926 -4.682 3.790
H 5.555 -3.799 3.898
H 5.436 -3.564 5.584
H 4.795 -2.351 4.470
C -2.524 3.017 0.054
O -3.278 1.932 -0.567
C -4.104 1.262 0.342
C -4.991 0.095 -0.200
O -5.955 0.619 -1.131
C -6.993 -0.269 -1.554
H -2.095 3.626 -0.742
H -1.576 2.870 0.570
H -3.157 3.716 0.600
H -4.762 1.981 0.830
H -3.462 0.825 1.107
H -5.447 -0.358 0.680
H -4.477 -0.669 -0.783
H -7.704 -0.413 -0.740
H -6.585 -1.269 -1.700
H -7.467 0.105 -2.461
*
```

Gap between HOMO and LUMO ... 0.3707 hartree
HOMO ... -9.63 eV

=====

DFT (ωB97M-V/def2-TZVPD) results for F12InP2 as an isolated structure.

Structure (ORCA input):
```
! wB97M-V def2-TZVPD RIJCOSX def2/J DEFGRID3
* xyz 0 2
In -15.385 19.283 1.086
P -18.208 21.134 -0.661
F -17.119 21.574 0.443
F -18.655 19.874 0.241
F -19.268 22.053 0.123
F -19.265 20.582 -1.767
F -17.749 22.446 -1.587
F -17.001 20.250 -1.288
P -12.897 21.529 -1.956
F -11.911 20.226 -1.798
F -12.259 21.961 -0.519
F -11.725 22.320 -2.794
F -13.903 22.858 -1.844
F -13.615 20.814 -3.257
F -13.997 20.856 -1.001
*
```

Gap between HOMO and LUMO (alpha / beta) ... 0.3793 / 0.1132 hartree
HOMO (alpha / beta) ... -12.36 / -12.26 eV

=====

DFT (ωB97M-V/def2-TZVPD) results for C2LiO4Pt as an isolated structure.

Structure (ORCA input):
```
! wB97M-V def2-TZVPD RIJCOSX def2/J DEFGRID3
* xyz -1 3
O -0.471 0.113 -0.260
Pt 0.885 2.744 0.048
O 0.325 -0.368 1.845
O -0.179 1.689 1.224
C -0.184 0.430 1.060
C 0.434 0.437 -1.350
O -0.080 0.358 -2.473
Li 1.501 1.343 -2.883
*
```

Gap between HOMO and LUMO (alpha / beta) ... 0.1511 / 0.2155 hartree
Energy relative to the best compared isomer or geometry (same formula, charge and spin) ... 0.0 kJ/mol
HOMO (alpha / beta) ... -2.05 / -3.82 eV

=====

DFT (ωB97M-V/def2-TZVPD) results for a 2-piece molecular cluster, C20H30N3O10 overall.

Structure (ORCA input):
```
! wB97M-V def2-TZVPD RIJCOSX def2/J DEFGRID3
* xyz -1 1
O 1.281 -4.001 7.067
O 2.559 -2.477 0.129
O 4.260 0.147 5.502
O 0.672 -1.698 0.937
O -1.862 2.807 -0.768
O -2.422 0.632 -4.727
O -0.792 1.274 -3.166
O -0.855 -1.747 -5.344
O 0.448 -0.764 -1.424
O -0.622 -2.871 -2.765
C 2.191 -3.357 6.570
C 1.793 -2.240 1.084
C 3.198 -0.455 5.600
C -2.027 2.687 -6.039
C -4.177 2.189 -5.077
C -2.534 3.883 -6.558
C -4.686 3.389 -5.596
C -2.841 1.824 -5.278
C -3.861 4.237 -6.333
N -4.349 5.431 -6.829
N 2.240 -0.054 6.448
N 1.985 -2.642 5.467
C 3.560 -3.365 7.221
C 2.336 1.122 7.308
C -1.082 1.601 -0.774
C -1.028 0.530 -4.373
C 2.244 -2.633 2.496
C -1.425 0.727 -1.987
C -0.569 -0.928 -4.197
C -0.957 -0.721 -1.727
C -1.212 -1.580 -2.971
C 2.431 -1.398 3.391
C 2.948 -1.747 4.798
H -1.516 3.421 -0.100
H -0.796 -2.678 -5.057
H 0.608 -1.145 -0.505
H 0.212 -2.739 -2.260
H -0.991 2.450 -6.249
H -4.812 1.528 -4.498
H -1.887 4.533 -7.135
H -5.722 3.653 -5.420
H -5.220 5.771 -6.430
H -3.661 6.120 -7.124
H 1.400 -0.612 6.484
H 1.079 -2.755 5.036
H 3.523 -4.000 8.105
H 3.839 -2.356 7.515
H 4.288 -3.764 6.518
H 3.305 1.133 7.810
H 2.250 2.024 6.699
H 1.542 1.111 8.055
H -1.277 1.047 0.150
H -0.014 1.842 -0.796
H -0.403 0.939 -5.167
H 1.493 -3.293 2.935
H 3.188 -3.181 2.450
H -2.512 0.725 -2.116
H 0.514 -0.902 -4.037
H -1.520 -1.139 -0.885
H -2.290 -1.681 -3.137
H 3.148 -0.729 2.913
H 1.479 -0.872 3.483
H 3.908 -2.251 4.683
*
```

Gap between HOMO and LUMO ... 0.2904 hartree
HOMO ... -5.46 eV

=====

| no. | maximum force (hartree/bohr) | energy (eV) |
| --- | --- | --- |
| 1 | 0.07075 | -58571.3549 |
| 2 | 0.06838 | -56366.4286 |
| 3 | 0.07563 | -13713.7526 |
| 4 | 0.03859 | -46175.1871 |